No. 1
{
  "formula": "C4H11NS",
  "method": "the ωB97M-V functional and the def2-TZVPD basis",
  "charge": 1,
  "s_squared": 0.754,
  "de_lowest_kcal_mol": 2.6,
  "orbital_gap_ha": [0.367, 0.193],
  "e_homo_ha": [-0.482, -0.480],
  "largest_force_ev_per_a": 1.5,
  "spin_multiplicity": 2,
  "species": ["C", "N", "C", "C", "S", "C", "H", "H", "H", "H", "H", "H", "H", "H", "H", "H", "H"],
  "positions_angstrom": [[-1.26740, -2.17893, 1.35063], [-0.29645, -1.61064, 0.46631], [-0.08978, -0.19546, 0.39966], [0.78334, 0.23800, -0.77422], [0.11465, 1.66883, -1.66126], [0.46831, 0.25225, 1.77726], [-0.82443, -2.48191, 2.30332], [-1.67475, -3.09108, 0.90581], [-2.07110, -1.47601, 1.53827], [0.54156, -2.18485, 0.34419], [-1.08891, 0.23831, 0.32251], [0.87090, -0.57296, -1.50030], [1.77718, 0.49422, -0.42004], [-0.09017, 2.42007, -0.57068], [0.61412, 1.32599, 1.71176], [1.39733, -0.25309, 2.03496], [-0.28645, 0.09076, 2.54596]]
}

No. 2
{
  "formula": "C19H19FN4O4",
  "method": "the ωB97M-V functional and the def2-TZVPD basis",
  "de_lowest_kcal_mol": 104.8,
  "orbital_gap_ha": 0.344,
  "e_homo_ha": -0.345,
  "largest_force_ev_per_a": 7.3,
  "spin_multiplicity": 1,
  "smiles": "CC(C)(c1ccc(C(N)=O)cn1)[C@H](O)OCc1conc1-c1ccc(F)cn1",
  "species": ["C", "C", "C", "C", "C", "C", "C", "C", "N", "O", "C", "N", "C", "O", "O", "C", "C", "C", "O", "N", "C", "C", "C", "C", "C", "F", "C", "N", "H", "H", "H", "H", "H", "H", "H", "H", "H", "H", "H", "H", "H", "H", "H", "H", "H", "H", "H"],
  "positions_angstrom": [[-0.68364, -0.59233, 1.16777], [0.83820, -0.56369, 0.87713], [1.40490, 0.74325, 1.49927], [1.46840, -1.74367, 1.66995], [2.83924, -1.62608, 1.98196], [3.46537, -2.72403, 2.60190], [2.80121, -3.87501, 2.90352], [3.43720, -4.87061, 3.71802], [4.73862, -4.74973, 4.18517], [2.86158, -5.85177, 4.01908], [1.39471, -3.95256, 2.48796], [0.77570, -2.87068, 1.94766], [1.15136, -0.67640, -0.63583], [2.56596, -0.74285, -0.90116], [0.50437, 0.25286, -1.51256], [-0.61841, -0.08785, -2.23430], [-1.21334, 1.12185, -2.85957], [-0.52801, 2.19596, -3.38682], [-1.44355, 3.23500, -3.52066], [-2.74316, 2.72781, -3.12832], [-2.63348, 1.43737, -2.83538], [-3.80651, 0.60048, -2.48444], [-4.92466, 1.25661, -2.04954], [-5.99339, 0.49264, -1.57568], [-5.88197, -0.89070, -1.47231], [-6.98363, -1.53131, -1.05204], [-4.73057, -1.45635, -1.95611], [-3.67986, -0.79539, -2.36558], [-1.16260, -1.49128, 0.87172], [-1.25654, 0.13820, 0.72245], [-0.94456, -0.59642, 2.25264], [2.47702, 0.93225, 1.36088], [1.17083, 0.78748, 2.49901], [0.96850, 1.58198, 1.07349], [3.46110, -0.83208, 1.68129], [4.51210, -2.56521, 2.81906], [5.41186, -4.01097, 3.91097], [4.96637, -5.60172, 4.63084], [0.95380, -4.82840, 2.59911], [0.73912, -1.59941, -1.11368], [2.75995, -0.18147, -1.67661], [-0.32385, -0.72241, -3.08902], [-1.31347, -0.54714, -1.53593], [0.60872, 2.14889, -3.42374], [-5.12964, 2.25883, -2.09777], [-6.87163, 1.12513, -1.48134], [-4.64689, -2.43446, -2.17880]]
}

No. 3
{
  "formula": "C26H56N6O30",
  "method": "the ωB97M-V functional and the def2-TZVPD basis",
  "charge": -2,
  "de_lowest_kcal_mol": 11.6,
  "orbital_gap_ha": 0.120,
  "e_homo_ha": -0.041,
  "largest_force_ev_per_a": 7.8,
  "spin_multiplicity": 1,
  "species": ["C", "C", "O", "N", "H", "H", "C", "H", "H", "H", "H", "H", "H", "C", "C", "O", "N", "H", "H", "C", "H", "H", "H", "H", "H", "H", "C", "C", "O", "N", "H", "H", "C", "H", "H", "H", "H", "H", "H", "C", "C", "O", "N", "H", "H", "C", "H", "H", "H", "H", "H", "H", "C", "C", "O", "N", "H", "H", "C", "H", "H", "H", "H", "H", "H", "C", "C", "O", "N", "H", "H", "C", "H", "H", "H", "H", "H", "H", "O", "C", "O", "O", "H", "O", "C", "O", "O", "H", "O", "C", "O", "O", "H", "O", "C", "O", "O", "H", "O", "C", "O", "O", "H", "O", "C", "O", "O", "H", "O", "C", "O", "O", "H", "O", "C", "O", "O", "H"],
  "positions_angstrom": [[5.41711, 1.10691, -4.16129], [4.59999, 2.37637, -4.18103], [4.35715, 3.02923, -5.18249], [4.23612, 3.01824, -2.84866], [4.98004, 3.00757, -2.16559], [4.07223, 4.00614, -2.98016], [3.02014, 2.45908, -2.10360], [5.16508, 0.54265, -5.05917], [5.09991, 0.41641, -3.37982], [6.49603, 1.25563, -4.11742], [2.12042, 2.68156, -2.67729], [3.03245, 3.08746, -1.21304], [3.20746, 1.40896, -1.87943], [-5.80309, -0.69597, 1.53777], [-4.62928, -0.16063, 0.66095], [-3.89934, -0.93200, 0.02281], [-4.48422, 1.40036, 0.53390], [-5.37563, 1.86535, 0.63016], [-4.05719, 1.75906, 1.37597], [-3.80568, 1.90002, -0.80175], [-5.60705, -0.46071, 2.58387], [-5.80190, -1.77753, 1.40243], [-6.76005, -0.29815, 1.20003], [-2.84683, 1.39691, -0.92661], [-3.67521, 2.97702, -0.69620], [-4.51180, 1.66846, -1.59916], [2.60933, 5.08622, 1.43273], [3.44424, 5.63751, 2.50546], [3.81554, 6.78763, 2.65230], [3.57455, 4.68245, 3.65686], [3.09733, 5.13309, 4.42451], [3.08825, 3.81462, 3.48227], [5.05921, 4.48431, 4.07268], [1.56865, 5.07812, 1.75680], [2.88756, 4.06009, 1.19240], [2.60580, 5.55938, 0.45079], [5.10113, 3.93224, 5.01159], [5.66464, 5.38731, 4.15108], [5.48306, 3.80082, 3.33696], [-3.05485, 0.34445, -5.66315], [-1.73761, 1.10090, -5.88446], [-1.52672, 1.93025, -6.71322], [-0.66154, 0.72482, -4.83707], [-0.89586, -0.22562, -4.58835], [0.29049, 0.67165, -5.17011], [-0.82623, 1.52415, -3.50237], [-3.94568, 0.89466, -5.96611], [-3.35604, -0.03638, -4.68726], [-3.15556, -0.49912, -6.34605], [-0.65424, 2.59997, -3.53609], [-0.27675, 1.09299, -2.66555], [-1.87858, 1.25743, -3.40481], [-3.66996, -4.57919, -0.75346], [-3.56351, -5.93029, -0.23897], [-2.78177, -6.77966, -0.57417], [-4.43228, -6.36496, 0.96241], [-4.68126, -5.49176, 1.40472], [-5.31231, -6.73518, 0.63288], [-3.79643, -7.28596, 2.08704], [-2.62801, -4.41220, -1.02649], [-3.85940, -3.83214, 0.01734], [-4.27288, -4.38502, -1.64053], [-4.59907, -7.54680, 2.77684], [-2.96522, -6.69638, 2.47380], [-3.49104, -8.14746, 1.49318], [-1.06695, -2.11243, 1.37495], [-0.58108, -0.97253, 0.44064], [-0.78001, -0.91829, -0.72379], [0.05390, 0.21790, 1.22677], [-0.61671, 0.97179, 1.18166], [0.09329, -0.01309, 2.20921], [1.37070, 0.63807, 0.53468], [-1.42835, -3.04023, 0.93145], [-1.98096, -1.81905, 1.89130], [-0.29467, -2.55849, 2.00161], [1.77926, 1.50087, 1.06074], [1.24638, 0.76802, -0.54038], [1.95747, -0.27752, 0.60880], [1.73551, -0.37772, -3.12243], [2.04303, -1.65891, -2.77010], [2.09505, -2.03935, -1.61760], [2.41451, -2.39197, -3.68174], [2.07723, -0.44018, -4.01737], [-0.25173, 3.01834, -0.64611], [-0.84493, 3.40946, 0.46062], [-1.36747, 2.59957, 1.22216], [-0.72483, 4.62162, 0.88438], [0.20085, 3.84286, -0.83829], [1.88827, -3.30522, 0.78828], [2.59579, -2.97013, 1.87356], [3.64857, -2.28451, 1.68417], [2.15909, -3.29323, 3.01476], [2.36760, -2.83197, 0.10426], [4.57495, 1.56360, 0.69212], [5.74863, 2.29825, 0.43538], [6.00553, 2.73218, -0.64565], [6.48109, 2.64320, 1.37646], [4.58867, 1.76569, 1.63051], [0.03820, -2.46613, 5.08035], [-0.81271, -1.42941, 4.94073], [-1.95043, -1.37223, 5.43970], [-0.46184, -0.50850, 4.19606], [0.73829, -2.28002, 4.45039], [-4.59012, -2.46406, 3.83362], [-4.18838, -3.46882, 3.07384], [-3.02568, -3.91143, 3.18062], [-4.99882, -4.07720, 2.34527], [-3.76661, -2.15527, 4.21843], [2.41186, 0.26302, 4.21116], [2.75070, 1.38028, 3.66003], [3.96441, 1.50165, 3.44534], [1.94062, 2.28409, 3.48104], [1.46488, 0.41730, 4.17918], [-0.75698, -3.44958, -2.64966], [-1.80197, -2.99600, -3.30178], [-1.81244, -1.80051, -3.64573], [-2.68620, -3.77985, -3.70335], [-0.45871, -2.64886, -2.21208]]
}

No. 4
{
  "formula": "C34H44CsN8O6S2Sb3",
  "method": "the ωB97M-V functional and the def2-TZVPD basis",
  "charge": -2,
  "de_lowest_kcal_mol": 0.0,
  "orbital_gap_ha": 0.269,
  "e_homo_ha": -0.132,
  "largest_force_ev_per_a": 0.6,
  "spin_multiplicity": 1,
  "species": ["Cs", "O", "S", "O", "O", "C", "C", "C", "C", "C", "C", "S", "O", "O", "O", "H", "H", "H", "H", "C", "Sb", "C", "C", "C", "C", "C", "C", "C", "C", "C", "Sb", "C", "C", "H", "H", "H", "H", "H", "H", "H", "H", "H", "H", "H", "H", "H", "H", "H", "H", "H", "H", "H", "H", "C", "C", "N", "C", "C", "N", "C", "N", "N", "N", "C", "C", "C", "C", "C", "C", "H", "H", "H", "H", "H", "H", "H", "H", "H", "H", "H", "C", "Sb", "C", "C", "H", "H", "H", "H", "H", "H", "H", "H", "H", "N", "C", "N", "C", "N"],
  "positions_angstrom": [[-0.68527, -0.31587, 0.57196], [0.42421, 2.82713, -1.32632], [-0.85754, 2.54375, -1.94876], [-0.84517, 2.75694, -3.39200], [-1.43203, 1.25378, -1.58404], [-2.01797, 3.79288, -1.32349], [-2.34687, 4.77604, -2.25210], [-3.21045, 5.81566, -1.94388], [-3.76929, 5.88515, -0.68069], [-3.45038, 4.91525, 0.25664], [-2.58234, 3.86886, -0.04012], [-2.32226, 2.71782, 1.32833], [-3.16940, 1.55731, 1.06938], [-2.75204, 3.46217, 2.51442], [-0.90372, 2.40586, 1.34199], [-1.90894, 4.69722, -3.23681], [-3.44217, 6.56245, -2.69423], [-4.44756, 6.68747, -0.41542], [-3.86590, 4.95941, 1.25296], [0.23255, -0.12697, -4.77754], [1.67811, 0.24930, -3.24294], [2.37432, 2.11086, -4.05348], [3.30624, -0.87098, -4.23928], [2.88973, -2.08328, -5.00067], [2.68444, -1.97666, -6.37927], [2.30289, -3.05742, -7.15600], [2.13163, -4.29752, -6.55705], [2.32828, -4.42166, -5.19243], [2.68696, -3.33611, -4.38922], [2.81819, -3.54465, -2.91800], [0.94112, -3.31927, -1.78028], [1.16635, -5.22922, -0.82884], [-0.34699, -4.10330, -3.32580], [-0.07748, -1.17184, -4.75737], [0.64802, 0.10177, -5.75984], [-0.61874, 0.52052, -4.57291], [2.37024, 2.05669, -5.14360], [3.38741, 2.30683, -3.70144], [1.70354, 2.89678, -3.71286], [4.04149, -1.10855, -3.46853], [3.76099, -0.15005, -4.92072], [2.83530, -1.00975, -6.84725], [2.14951, -2.93275, -8.22122], [1.84564, -5.16099, -7.14547], [2.19473, -5.38862, -4.71927], [3.53586, -2.86344, -2.46265], [3.13967, -4.56486, -2.70375], [1.37529, -5.98424, -1.58846], [0.25110, -5.48631, -0.29697], [1.97563, -5.19789, -0.10062], [-0.03750, -5.10427, -3.62564], [-0.33893, -3.45202, -4.19928], [-1.36214, -4.14581, -2.92912], [0.73499, 2.71952, 3.90943], [0.21780, 1.34161, 4.12340], [0.80161, 0.22115, 3.76659], [-0.03443, -0.78817, 4.18843], [-1.12888, -0.26777, 4.80723], [-0.96406, 1.10220, 4.75540], [-1.88588, 2.13739, 5.19669], [-3.03618, 1.56801, 5.84002], [-3.08525, 1.46440, 7.18342], [-4.17544, 0.89053, 7.53261], [-4.87877, 0.57143, 6.38995], [-6.10809, -0.07801, 6.22329], [-6.53561, -0.27847, 4.93360], [-5.77242, 0.15526, 3.82398], [-4.56755, 0.80014, 3.96648], [-4.14365, 0.99627, 5.28647], [1.63664, 2.66237, 3.30475], [0.98164, 3.19985, 4.86153], [0.00618, 3.32725, 3.37183], [0.19060, -1.82319, 3.99377], [-1.99107, -0.73034, 5.25382], [-2.20975, 2.72413, 4.33328], [-1.40068, 2.77811, 5.93245], [-6.67797, -0.41426, 7.07920], [-7.47414, -0.78798, 4.75460], [-6.14310, -0.02972, 2.82402], [-3.99273, 1.12636, 3.10835], [4.06922, 1.31749, 2.51631], [2.77296, 0.92351, 0.83288], [4.08836, 1.91380, -0.56518], [3.61722, -1.02556, 0.45129], [5.07434, 0.95296, 2.29849], [3.66853, 0.80952, 3.39296], [4.11438, 2.38967, 2.71466], [5.12518, 1.84034, -0.23192], [3.79974, 2.95975, -0.66440], [3.99636, 1.44311, -1.54332], [4.70405, -1.00186, 0.54672], [3.34896, -1.31956, -0.56568], [3.19673, -1.75428, 1.14500], [0.41627, -3.02760, 1.66377], [0.86308, -3.98075, 2.16787], [1.44897, -5.03448, 2.67865], [0.74058, -6.14624, 2.76387], [0.20288, -7.17148, 2.87335]]
}

Number 3 is which compound? C26H56N6O30